# 1
The following is a DFT calculation (ωB97M-V/def2-TZVPD) of a 3-piece molecular cluster, C22H36Cl4F6N5O4 overall in a non-equilibrium geometry.

Geometry as XYZ:
```
77
Properties=species:S:1:pos:R:3:forces:R:3
C 1.35950 1.49899 4.97078 -0.50 -0.52 0.23
C 0.11755 1.06274 4.20927 1.26 -0.25 -0.38
F -1.02720 1.38938 4.89816 -0.51 0.24 0.20
C 0.05587 1.65655 2.79444 -1.18 0.00 0.68
N -0.38556 0.67374 1.81908 0.52 0.19 -0.48
C 0.27398 -0.15193 0.97391 0.67 0.31 0.37
N 1.59621 -0.25842 0.82542 0.57 -0.67 -0.38
N 2.48006 0.51902 1.55384 -0.69 0.48 0.57
C 2.08118 -1.22454 -0.20196 0.33 0.63 0.01
C 3.58684 -1.20366 -0.36417 0.46 -0.33 0.00
C 4.09051 -2.26898 -1.35252 0.07 -0.38 -0.44
C 3.08502 -2.66480 -2.40956 -0.21 0.53 0.00
O 3.68966 -3.55911 -3.34915 -0.45 0.05 -0.09
C 2.70521 -4.08965 -4.14082 -0.74 -2.09 0.12
O 2.22276 -5.18328 -3.94633 0.86 1.60 -0.16
N -0.56272 -0.89637 0.25493 -0.39 -0.17 -0.06
C -1.77874 -0.52952 0.64649 0.87 0.10 -0.65
C -2.99757 -1.14909 0.09763 -0.19 -0.72 0.63
C -3.35072 -2.38945 0.97008 0.43 0.24 -0.69
C -4.00194 -3.52548 0.15452 -0.01 0.28 0.73
C -5.35421 -3.86203 0.73811 0.23 -0.36 -0.57
F -5.20070 -4.21464 2.03058 -0.21 0.16 0.43
F -5.86808 -4.93431 0.10333 -0.14 -0.11 -0.24
C -6.39685 -2.71400 0.61466 -0.27 -0.15 0.08
F -7.62623 -3.18395 0.46300 0.11 0.08 0.05
F -6.38393 -1.91314 1.68929 0.14 0.02 -0.04
F -6.09046 -1.96656 -0.45917 -0.10 0.12 0.01
N -1.70951 0.42064 1.56683 -1.46 -0.31 0.38
C -2.88413 1.04893 2.16905 -0.16 0.98 -0.19
C -3.54730 2.09422 1.23167 0.54 0.36 0.07
C -2.64317 2.54280 0.10395 -0.49 -0.07 -1.99
O -2.88503 2.28370 -1.05552 0.46 0.12 1.35
O -1.53920 3.28068 0.39496 -0.36 -0.29 0.31
H 1.61363 0.71804 5.68029 0.07 0.03 0.23
H 2.19277 1.59500 4.28618 0.17 0.25 -0.03
H 1.15946 2.40296 5.53381 0.15 0.32 -0.12
H 0.12324 -0.02168 4.12365 -0.06 -0.19 -0.08
H 0.96976 2.13267 2.49508 0.27 -0.17 -0.28
H -0.72103 2.41547 2.82993 0.02 0.23 -0.02
H 3.10738 -0.04067 2.10821 0.18 -0.11 -0.08
H 2.96575 1.18680 0.97507 0.20 -0.08 -0.13
H 1.76452 -2.23033 0.04355 -0.32 -0.11 0.11
H 1.63624 -0.90114 -1.13454 -0.30 -0.29 -0.23
H 3.96007 -0.23599 -0.69145 -0.20 0.24 -0.06
H 4.08784 -1.41758 0.57529 -0.01 0.08 0.26
H 4.41736 -3.17535 -0.84797 -0.06 -0.06 0.21
H 4.95619 -1.87381 -1.88374 -0.12 -0.24 0.26
H 2.20696 -3.14810 -1.98294 -0.04 -0.18 0.14
H 2.72229 -1.76429 -2.91981 0.06 0.01 -0.24
H 2.35629 -3.48254 -4.98816 0.29 0.34 0.11
H -3.82713 -0.46076 0.02200 -0.15 0.18 -0.17
H -2.72690 -1.52960 -0.87674 0.02 0.24 -0.36
H -3.96104 -2.09775 1.81609 -0.09 0.00 0.17
H -2.40885 -2.75822 1.36105 0.07 -0.16 0.22
H -3.40088 -4.42145 0.25173 0.00 -0.26 0.01
H -4.07823 -3.30558 -0.90216 -0.16 0.13 -0.14
H -3.62626 0.28911 2.36832 0.11 -0.38 0.17
H -2.63598 1.51769 3.11241 0.28 -0.22 0.18
H -3.83780 2.98202 1.79008 -0.07 0.04 0.25
H -4.44686 1.71371 0.77164 -0.12 -0.18 -0.13
H -1.57994 3.56522 1.31529 0.09 0.19 0.05
Cl 9.12790 1.57099 -2.46980 -0.02 0.00 0.03
C 8.87204 -0.16150 -2.79020 0.06 -0.02 0.03
C 7.61185 -0.41195 -3.57624 0.12 -0.13 -0.16
Cl 6.14332 -0.04593 -2.62393 0.21 0.41 -0.16
H 8.85509 -0.68035 -1.83523 -0.03 0.03 0.02
H 9.73072 -0.51259 -3.35936 -0.03 0.01 -0.05
H 7.55345 -1.46215 -3.85749 -0.02 -0.02 0.07
H 7.57880 0.18880 -4.48074 -0.05 0.09 0.06
Cl -1.91428 7.63052 -1.63621 -0.02 0.00 0.04
C -2.24712 5.91357 -1.97784 0.10 -0.05 -0.04
C -3.54740 5.71236 -2.70972 0.00 -0.10 -0.11
Cl -4.95456 6.09686 -1.68461 -0.01 -0.01 0.03
H -2.24288 5.37715 -1.03369 -0.02 0.04 0.02
H -1.42251 5.54590 -2.58611 -0.03 0.00 -0.05
H -3.64269 4.66791 -3.00220 0.02 -0.02 0.06
H -3.60173 6.32807 -3.60355 -0.03 0.08 0.06
```
Positions in Å, forces in eV/Å.

Values from the calculation:
**DFT total energy**: -105426.77320 eV
**Multiplicity**: 1
**Kohn-Sham gap**: 9.770 eV
**Net charge**: +1
**ΔE to the lowest compared entry with this formula, charge and spin**: 14.4 kcal/mol
**Molecular weight**: 690.36 g mol⁻¹

=====

# 2
The following is a DFT calculation (ωB97M-V/def2-TZVPD) of C22H36EuO2P2 as an isolated structure in a non-equilibrium geometry.

Geometry as XYZ:
```
63
Properties=species:S:1:pos:R:3:forces:R:3
P 2.68253 -2.04896 -1.47318 -0.33 0.15 0.01
P -0.31669 -3.22944 1.10969 1.70 0.26 0.30
C 2.15879 -3.27129 -0.23841 0.61 -0.71 0.27
C 0.69575 -3.74244 -0.30833 -0.25 -0.63 -0.31
H 2.42401 -2.87401 0.75971 -0.07 -0.01 -0.48
H 2.81084 -4.14630 -0.39085 -0.12 0.18 0.17
H 0.18841 -3.42774 -1.23258 0.10 -0.15 0.39
H 0.66357 -4.84245 -0.29915 0.00 0.18 -0.10
C 0.19780 -4.26822 2.49663 -0.08 -0.40 -0.02
H -0.32088 -3.94816 3.41716 0.15 -0.18 -0.41
H 1.28700 -4.18002 2.65701 -0.46 -0.02 -0.13
H -0.06845 -5.31299 2.24838 0.16 0.42 0.32
C -2.05173 -3.51117 0.75110 -0.38 -0.43 0.25
H -2.32050 -4.49927 1.16054 0.18 0.04 -0.01
H -2.24188 -3.52101 -0.33183 0.10 0.34 0.25
H -2.70413 -2.76191 1.22153 0.27 -0.01 -0.27
C 4.42333 -1.73206 -1.22758 0.66 -0.57 -0.13
H 4.66123 -0.69748 -1.50629 -0.31 -0.18 0.17
H 5.01288 -2.42596 -1.83892 -0.05 0.01 0.10
H 4.70217 -1.88221 -0.17557 -0.14 0.18 -0.33
C 2.40082 -2.68135 -3.13432 0.39 -0.90 -0.38
H 1.45227 -3.23002 -3.21052 0.20 0.19 0.08
H 3.21998 -3.35962 -3.40916 -0.29 0.08 -0.15
H 2.37179 -1.85023 -3.85274 0.03 -0.11 0.34
Eu -2.57072 0.61186 -0.37813 -0.38 0.88 -0.28
C 0.25091 -1.51966 1.60245 -3.04 0.92 -1.38
C 1.45860 -1.16972 2.27584 0.87 -0.96 1.62
C 2.54762 -0.30778 1.85667 0.87 1.65 0.15
C 2.27166 0.88390 0.85513 0.53 -0.40 1.10
C 2.50331 0.53220 -0.52354 1.06 0.13 -1.88
C 1.82390 -0.46659 -1.32741 -2.11 2.10 0.42
C 0.27713 -0.67375 -1.01530 0.58 -0.33 -0.75
C -0.27182 -0.60861 0.41270 0.37 -0.58 0.49
C -0.73374 2.24166 -1.03703 -0.58 -0.48 0.38
H -0.52309 -1.42700 2.40825 -0.16 0.26 -0.37
H 1.54620 -1.53056 3.31373 -0.16 -0.06 -0.49
H 3.38510 -0.92566 1.45495 -0.20 0.46 0.04
H 2.95059 0.18506 2.76332 -0.06 -0.54 -0.04
H 1.27983 1.32980 1.04509 0.20 -0.02 0.39
H 3.02147 1.66635 1.09794 -0.52 -0.39 0.05
H 3.27530 1.08305 -1.06583 -0.30 0.04 0.15
H 1.84262 -0.08335 -2.37319 0.05 -0.58 0.10
H -0.08941 -1.58990 -1.50675 0.06 0.06 0.14
H -0.25146 0.12269 -1.59238 0.49 -0.23 0.56
H -0.34604 0.44634 0.74496 0.21 -0.40 -0.07
H -1.31397 -1.04713 0.32740 0.19 0.03 0.13
H -1.28728 2.56602 -1.93598 0.27 0.39 0.00
H 0.34135 2.13651 -1.25453 -0.36 0.10 -0.02
H -0.88152 2.96350 -0.21726 0.13 0.13 -0.44
O -2.74756 2.34745 1.30502 -1.44 0.82 -0.75
C -3.66947 2.85576 0.56334 0.24 -1.44 0.28
O -4.43958 2.08190 -0.14080 1.16 0.75 0.65
C -3.75143 4.32787 0.33657 0.25 0.16 0.11
C -4.28230 4.72914 -0.88804 -0.09 0.32 -0.10
C -4.24656 6.07168 -1.26216 0.07 0.07 0.41
C -3.70993 7.02573 -0.38549 0.02 -0.43 0.07
C -3.20247 6.61852 0.85999 -0.10 -0.14 -0.11
C -3.19247 5.26597 1.22040 -0.20 0.04 -0.33
H -4.70606 3.97032 -1.55095 0.18 0.31 0.27
H -4.65301 6.35692 -2.22945 0.13 0.08 0.17
H -3.66768 8.07914 -0.67700 -0.06 -0.37 0.15
H -2.81029 7.36284 1.55551 -0.05 -0.21 -0.25
H -2.75667 4.93187 2.16964 -0.21 0.13 -0.47
```
Positions in Å, forces in eV/Å.

Values from the calculation:
**DFT total energy**: -65387.86942 eV
**Multiplicity**: 8
**Kohn-Sham gap (alpha / beta)**: 3.268 / 3.421 eV
**ΔE to the lowest compared entry with this formula, charge and spin**: 182.7 kcal/mol
**Molecular weight**: 546.44 g mol⁻¹

=====

# 3
The following is a DFT calculation (ωB97M-V/def2-TZVPD) of a 11-piece molecular cluster, C22H36F3N10O27P2 overall in a non-equilibrium geometry.

Geometry as XYZ:
```
100
Properties=species:S:1:pos:R:3:forces:R:3
O 2.00702 -1.47007 0.40910 0.01 -0.44 -0.01
C 1.55642 -0.44750 -0.04856 0.00 0.04 -0.18
C 0.16034 0.00163 0.18267 -0.48 0.92 0.52
P -1.14563 -1.25275 0.27311 0.45 -1.45 -0.74
P -2.78067 -0.16580 -0.66859 -0.46 0.57 1.10
O -3.59462 0.58597 0.30338 0.07 0.07 -0.26
O -2.19421 0.73186 -1.83701 0.24 0.11 0.05
O -3.58226 -1.30787 -1.42244 -0.08 -0.17 -0.23
C -0.03347 1.32695 0.25680 -0.02 -0.60 -0.11
C 1.11066 2.26432 0.10095 -0.15 0.03 -0.05
O 1.17395 3.25266 0.78629 0.06 0.26 0.22
C 2.12219 1.82791 -0.89614 0.17 -0.27 -0.07
C 2.33266 0.44607 -0.92500 0.60 0.28 -0.40
C 3.26485 -0.10363 -1.80189 0.22 0.71 -0.09
C 3.94776 0.73655 -2.67261 -0.37 0.21 0.37
C 3.75669 2.13111 -2.65697 -0.22 -0.30 0.35
C 4.58785 2.96590 -3.64038 -0.30 -0.16 -0.10
O 5.58374 3.50611 -3.14912 0.26 0.04 -0.13
O 4.13751 2.94124 -4.80732 0.30 0.03 -0.02
C 2.84170 2.67483 -1.73805 0.35 -0.17 -0.27
C 2.64010 4.17411 -1.64697 0.07 -0.02 0.05
F 3.25645 4.69105 -0.56804 0.06 0.00 0.02
F 1.33726 4.50238 -1.54689 -0.08 0.04 -0.14
F 3.11429 4.83083 -2.70950 -0.16 0.05 -0.06
H -1.53371 -1.27896 1.61455 -0.22 0.52 0.16
H -1.26924 0.54954 -2.07757 -0.04 0.03 -0.33
H -3.97698 -0.96232 -2.23891 0.04 -0.23 -0.04
H -1.00144 1.76837 0.44339 -0.11 0.08 0.21
H 3.43869 -1.16796 -1.79052 0.00 -0.15 -0.01
H 4.65083 0.32424 -3.38009 0.08 -0.01 -0.11
C 0.85774 -1.31523 -5.05035 0.10 0.07 -0.02
N 0.09729 -0.82311 -3.87136 0.06 -0.13 -0.28
O 0.45339 0.22728 -3.39200 -0.20 0.07 0.48
O -0.83239 -1.50040 -3.46883 0.09 0.02 -0.02
H 1.63417 -0.59061 -5.26937 -0.05 0.03 -0.01
H 1.26716 -2.28548 -4.78545 -0.05 -0.04 0.01
H 0.15284 -1.40535 -5.87049 -0.02 -0.02 0.00
C 2.35702 -1.11479 4.42040 -0.02 0.08 0.00
N 1.02337 -1.72880 4.18395 0.19 0.04 0.07
O 0.43285 -2.17138 5.15600 -0.10 -0.05 -0.02
O 0.62402 -1.75713 3.04716 -0.19 -0.02 0.08
H 2.56138 -1.16608 5.47856 0.02 0.03 0.04
H 3.08241 -1.68199 3.84661 0.00 0.01 -0.05
H 2.31469 -0.08671 4.07260 -0.03 -0.03 -0.11
C -1.23756 -4.02140 7.30501 0.19 -0.02 -0.06
N -0.92120 -4.63803 8.62020 -0.01 -0.06 0.02
O -1.08014 -5.83665 8.74550 -0.04 0.01 -0.03
O -0.52127 -3.90175 9.49987 0.04 0.04 -0.02
H -1.57482 -4.79960 6.63647 -0.03 -0.03 -0.01
H -2.01166 -3.28197 7.46843 0.02 0.07 0.02
H -0.33175 -3.55086 6.93496 -0.01 0.06 0.04
C 1.50770 4.14141 -5.77198 -0.01 -0.06 -0.07
N 0.75510 2.93860 -5.35492 0.30 -0.05 0.42
O 0.33097 2.89097 -4.21751 -0.17 0.12 -0.11
O 0.65661 2.03301 -6.16083 -0.20 -0.14 -0.18
H 1.53031 4.82627 -4.93435 0.04 -0.01 0.10
H 2.50311 3.79683 -6.02232 0.05 -0.01 0.09
H 1.01665 4.57773 -6.63202 -0.03 -0.20 0.00
C 3.78023 -3.07423 8.34396 -0.06 -0.09 0.02
N 3.87868 -3.17605 6.86171 -0.02 0.00 -0.08
O 3.30712 -4.09302 6.31404 -0.02 -0.01 0.02
O 4.52240 -2.31689 6.29127 0.08 -0.04 0.14
H 3.17527 -3.89837 8.70086 -0.02 -0.01 -0.01
H 4.79108 -3.11592 8.73674 0.02 0.06 -0.01
H 3.32286 -2.11643 8.57117 0.04 0.04 0.00
C 6.17474 4.85696 -7.75860 0.02 0.03 0.13
N 4.74065 4.50559 -7.58477 -0.15 0.13 0.42
O 4.04029 5.27032 -6.94994 0.22 0.15 -0.33
O 4.36891 3.46852 -8.08008 -0.06 -0.12 -0.21
H 6.35653 5.79956 -7.25793 -0.01 -0.01 0.04
H 6.75146 4.05164 -7.31444 -0.02 -0.02 0.01
H 6.36230 4.92299 -8.82579 0.00 -0.06 -0.03
C 1.01739 8.19527 -6.55106 0.03 -0.08 0.07
N 0.33992 7.50818 -7.68685 0.11 0.00 0.12
O 0.25743 6.30143 -7.63578 -0.20 0.17 -0.26
O -0.07878 8.20793 -8.58639 -0.01 0.01 -0.01
H 1.33463 7.44232 -5.83993 0.01 -0.02 -0.01
H 1.86327 8.73645 -6.96218 -0.02 0.04 -0.02
H 0.29856 8.88218 -6.11596 0.00 0.05 -0.03
C -6.03381 -2.41664 -5.48369 -0.01 0.01 -0.13
N -5.14491 -1.27095 -5.14653 0.05 0.00 0.04
O -4.79505 -0.53463 -6.03752 -0.01 0.00 -0.02
O -4.83268 -1.16414 -3.97773 -0.09 0.01 -0.04
H -6.22816 -2.38988 -6.54851 0.01 0.01 -0.02
H -5.51287 -3.32268 -5.19123 -0.01 0.00 0.06
H -6.94379 -2.29817 -4.90441 0.02 -0.02 0.06
C -4.73151 -6.25813 6.35993 0.10 0.00 0.06
N -5.02113 -4.80535 6.20084 0.00 0.00 -0.03
O -4.09796 -4.02411 6.33644 -0.12 -0.03 0.06
O -6.16473 -4.49217 5.95957 -0.01 -0.01 -0.02
H -3.67603 -6.37504 6.57502 0.02 0.03 0.00
H -5.34663 -6.60819 7.18378 -0.08 -0.02 -0.05
H -5.00820 -6.75079 5.43347 -0.08 0.01 0.00
C -6.93467 -3.59118 9.25900 -0.03 0.05 0.13
N -7.28742 -4.99908 9.59910 0.02 0.08 -0.07
O -7.63222 -5.24915 10.73282 -0.01 0.02 -0.01
O -7.20681 -5.80725 8.69602 0.05 -0.12 0.04
H -7.05457 -2.98840 10.15036 0.00 -0.01 0.02
H -5.90711 -3.58843 8.90865 0.00 -0.01 -0.06
H -7.60136 -3.27562 8.46298 0.04 -0.03 -0.07
```
Positions in Å, forces in eV/Å.

Values from the calculation:
**DFT total energy**: -120288.29695 eV
**Multiplicity**: 1
**Kohn-Sham gap**: 6.735 eV
**Net charge**: -1
**Molecular weight**: 991.52 g mol⁻¹

=====

Look up the multiplicity of the third one. 1